Record 1
Here is a molecular structure, C6H10O from the Open Molecules 2025 dataset. Energies are from ωB97M-V with the def2-TZVPD basis set.

Calculated values
ΔE to the lowest compared entry with this formula, charge and spin = 86.8 kcal/mol
Gap between HOMO and LUMO (alpha / beta) = 8.70 / 8.14 eV

```
! wB97M-V def2-TZVPD RIJCOSX def2/J DEFGRID3
* xyz 0 1
C 0.5248 0.7567 -1.6608
C -0.3710 0.5509 -0.4374
C -1.2631 -0.6799 -0.6307
C -0.1752 0.0802 2.1260
O 0.5007 -1.0520 2.3064
C 1.1512 -0.9803 1.1008
C 0.4848 0.3598 0.8205
H 1.1272 1.6691 -1.5838
H -0.0779 0.8291 -2.5732
H 1.2052 -0.0951 -1.7790
H -0.9895 1.4511 -0.2994
H -1.9867 -0.7751 0.1871
H -1.7992 -0.6577 -1.5881
H -1.1750 0.1873 2.5378
H -0.6278 -1.5666 -0.5975
H 2.2152 -1.2123 1.1364
H 1.2562 1.1349 0.9349
*
```

Record 2
Here is C4H4N2 in the gas phase from the Open Molecules 2025 dataset. Energies are from ωB97M-V with the def2-TZVPD basis set.

Calculated values
ΔE to the lowest compared entry with this formula, charge and spin = 130.5 kcal/mol
Gap between HOMO and LUMO (alpha / beta) = 7.52 / 6.99 eV

```
! wB97M-V def2-TZVPD RIJCOSX def2/J DEFGRID3
* xyz 0 1
C 0.7811 0.8167 -0.0472
C 1.8191 -0.1465 0.1252
N -0.0041 -2.4616 0.1186
N -0.7372 -1.6019 0.1498
C -1.4065 -0.4530 0.0918
C -0.6060 0.7253 0.0866
H 1.2076 1.8167 -0.1349
H 2.6317 0.1506 -0.5937
H -2.4939 -0.4970 0.1147
H -1.1930 1.6464 0.0894
*
```

Record 3
Here is a molecular structure, C5H23N3O9S2 from the Open Molecules 2025 dataset. Energies are from ωB97M-V with the def2-TZVPD basis set.

Calculated values
Gap between HOMO and LUMO = 9.67 eV

```
! wB97M-V def2-TZVPD RIJCOSX def2/J DEFGRID3
* xyz 2 1
N 2.0278 -2.1260 -1.9994
H 2.4983 -2.3640 -1.1380
H 2.4954 -1.4154 -2.5439
H 1.1809 -1.6342 -1.7525
H 1.8190 -2.9713 -2.5113
N 1.4205 0.4380 -2.3437
H 0.8715 -0.1019 -1.6900
H 1.9329 -0.2029 -2.9326
H 1.9361 0.9765 -1.6623
H 0.7296 0.8754 -2.9366
N -1.7442 -0.9784 -2.1538
H -1.8399 -1.7356 -2.8154
H -1.6749 -0.0774 -2.6049
H -0.8047 -1.2284 -1.8801
H -2.3227 -0.8783 -1.3320
C 0.4776 -1.1647 -0.4123
O 0.3044 -0.9569 -1.8275
H 0.8795 -2.1727 -0.3092
H 1.2496 -0.5403 0.0373
H -0.3698 -1.2633 0.2661
C 1.6117 0.6892 2.0089
C 0.7745 1.9796 1.7191
O 1.6272 2.8287 1.0302
S 2.5593 2.0663 0.0013
O 3.7903 2.7603 -0.2715
O 1.7948 1.7166 -1.1592
O 2.6530 0.7862 1.0860
H 1.0412 -0.2365 1.9323
H 2.1096 0.6463 2.9776
H 0.2613 2.5021 2.5264
H -0.0034 1.8315 0.9700
C -3.2664 0.9683 2.4791
C -3.5000 -0.5718 2.3470
O -2.3683 -1.0406 1.6658
S -1.3516 0.1193 1.1222
O -1.1117 0.1063 -0.3068
O -0.1879 0.0795 2.0350
O -2.3307 1.4162 1.5037
H -2.9872 1.1551 3.5160
H -4.1601 1.5120 2.1726
H -4.4631 -0.7376 1.8642
H -3.5594 -1.0554 3.3220
*
```